Below is a molecular structure, C44H36N4O2P2Re, with properties calculated with ωB97M-V with the def2-TZVPD basis set.

<S²>: 0.92
E_HOMO (spin up / spin down): -0.6875 / -0.6795 Eh
total charge: +4
2S+1: 2

CARTESIAN COORDINATES (ANGSTROEM)
Re (-0.72267, 0.38132, -0.50380)
C (0.51303, 1.80642, 0.80940)
N (1.92173, 1.90482, 0.57410)
C (2.27143, 1.75852, -0.80860)
P (1.59453, 0.04682, -1.27760)
C (1.69143, -0.34988, -3.03100)
C (0.96983, 0.42332, -3.95060)
C (0.99783, 0.09412, -5.29280)
C (1.71663, -1.01668, -5.72420)
C (2.40573, -1.80328, -4.80850)
C (2.39163, -1.48428, -3.46220)
C (2.85893, -0.94248, -0.44100)
C (4.17183, -0.76248, -0.89710)
C (5.21043, -1.41608, -0.25970)
C (4.95603, -2.25438, 0.81660)
C (3.65133, -2.45468, 1.24900)
C (2.61043, -1.78728, 0.62780)
C (2.83093, 2.11712, 1.57650)
C (4.23293, 1.99882, 1.37810)
C (5.11513, 2.22262, 2.40940)
C (4.65343, 2.57122, 3.68210)
C (3.28383, 2.75952, 3.88470)
C (2.39293, 2.53812, 2.86350)
P (-0.73847, -1.41918, 1.00510)
C (-0.57467, -1.28868, 2.78070)
C (-1.58307, -1.87158, 3.57240)
C (-1.53667, -1.76018, 4.94750)
C (-0.48787, -1.08168, 5.55780)
C (0.52273, -0.51588, 4.78330)
C (0.48763, -0.61408, 3.40700)
C (-1.33667, -3.12488, 0.80150)
C (-0.39227, -4.15288, 0.91510)
C (-0.80047, -5.47268, 0.82860)
C (-2.14067, -5.78778, 0.66250)
C (-3.08037, -4.77238, 0.57100)
C (-2.68637, -3.44538, 0.63020)
H (0.03873, 2.77632, 0.58580)
H (0.31863, 1.56772, 1.85950)
H (3.34163, 1.83982, -0.99120)
H (1.75683, 2.51262, -1.41060)
H (0.40793, 1.28152, -3.60300)
H (0.45883, 0.69522, -6.00930)
H (1.73443, -1.27498, -6.77380)
H (2.95783, -2.66848, -5.14380)
H (2.92823, -2.10338, -2.75870)
H (4.37603, -0.14138, -1.75990)
H (6.22073, -1.27358, -0.61390)
H (5.77533, -2.75588, 1.31140)
H (3.45723, -3.13278, 2.06360)
H (1.57543, -1.92508, 0.95210)
H (4.64863, 1.71892, 0.42560)
H (6.17843, 2.13012, 2.24310)
H (5.34603, 2.71102, 4.49820)
H (2.92343, 3.11512, 4.83870)
H (1.35473, 2.75462, 3.04430)
H (-2.41367, -2.38768, 3.11290)
H (-2.31877, -2.20718, 5.54500)
H (-0.44897, -1.00918, 6.63520)
H (1.34273, -0.00738, 5.26870)
H (1.30883, -0.23338, 2.81580)
H (0.65133, -3.92538, 1.07630)
H (-0.06177, -6.25778, 0.90330)
H (-2.44697, -6.82498, 0.62700)
H (-4.12807, -5.01088, 0.47100)
H (-3.43947, -2.67138, 0.60170)
O (-6.96997, 4.47722, -1.54610)
N (-5.80417, 4.62282, -1.35500)
O (-5.19827, 5.60742, -1.03640)
C (-4.97677, 3.38812, -1.49050)
C (-5.61727, 2.19372, -1.42970)
C (-4.88117, 0.97692, -1.48020)
C (-5.49417, -0.27928, -1.62710)
C (-4.69347, -1.39458, -1.74450)
C (-3.31287, -1.25598, -1.57280)
N (-2.71657, -0.09398, -1.34380)
C (-3.47467, 1.02752, -1.38850)
C (-2.80377, 2.28952, -1.46650)
N (-1.44797, 2.27402, -1.47640)
C (-0.82977, 3.39572, -1.81960)
C (-1.48657, 4.58422, -2.12830)
C (-2.85737, 4.64792, -2.00750)
C (-3.55467, 3.48042, -1.64730)
H (-6.69587, 2.15482, -1.35200)
H (-6.57027, -0.33888, -1.68650)
H (-5.11447, -2.36808, -1.95090)
H (-2.66757, -2.12228, -1.63020)
H (0.24833, 3.37642, -1.87810)
H (-0.91487, 5.44602, -2.43750)
H (-3.38187, 5.57412, -2.19680)

---

Below is C19H19BrN2O4 in the gas phase, with properties calculated with ωB97M-V with the def2-TZVPD basis set.

E_HOMO: -0.2994 Eh
SMILES string: COc1ccccc1C(=O)N/C(=C/c1ccc(Br)cc1)C(=O)NCCO

CARTESIAN COORDINATES (ANGSTROEM)
C (4.84832, 0.20565, 2.68035)
O (3.84485, -0.00772, 1.71681)
C (4.18679, -0.53846, 0.52098)
C (5.45626, -1.00820, 0.19448)
C (5.69424, -1.57865, -1.04377)
C (4.67799, -1.69965, -1.97465)
C (3.41210, -1.23843, -1.66083)
C (3.15555, -0.65501, -0.42721)
C (1.80903, -0.09038, -0.13875)
O (1.60136, 1.01564, 0.30439)
N (0.78779, -0.95987, -0.44441)
C (-0.55391, -0.60634, -0.37029)
C (-1.51254, -1.53246, -0.21625)
C (-2.94857, -1.31552, -0.16681)
C (-3.58141, -0.24755, -0.80597)
C (-4.94779, -0.07224, -0.71125)
C (-5.70012, -0.97620, 0.01900)
Br (-7.58564, -0.73590, 0.16352)
C (-5.10557, -2.06290, 0.63908)
C (-3.73939, -2.22910, 0.53722)
C (-0.78756, 0.87263, -0.54742)
O (-0.56674, 1.42414, -1.60914)
N (-1.29535, 1.49911, 0.53019)
C (-1.44798, 2.93836, 0.54308)
C (-2.79298, 3.38331, -0.04018)
O (-2.99711, 2.92535, -1.35128)
H (4.34848, 0.68719, 3.51899)
H (5.29108, -0.73820, 3.01609)
H (5.63510, 0.86512, 2.30215)
H (6.26738, -0.92928, 0.90062)
H (6.68742, -1.93098, -1.27905)
H (4.87054, -2.14235, -2.93928)
H (2.61754, -1.29845, -2.39044)
H (1.01291, -1.92452, -0.64501)
H (-1.19908, -2.56315, -0.08885)
H (-3.01557, 0.44798, -1.40179)
H (-5.41695, 0.76352, -1.20631)
H (-5.70537, -2.76918, 1.19262)
H (-3.27293, -3.07436, 1.02254)
H (-1.46155, 0.98072, 1.37568)
H (-1.34583, 3.30185, 1.56605)
H (-0.63823, 3.35333, -0.06701)
H (-3.62003, 2.99048, 0.56202)
H (-2.83471, 4.48331, -0.01185)
H (-2.13184, 2.78737, -1.76805)

---

ΔE to the lowest compared entry with this formula, charge and spin values (in kcal/mol) by entry order: 38.19; 38.34.